[1]
11
Properties=species:S:1:pos:R:3:forces:R:3 method="wB97M-V/def2-TZVPD" orbital_gap_ha="0.2882 / 0.2882" de_lowest_kcal_mol=90.8 largest_force_ev_per_a=3.322 homo_ev="-7.734 / -7.733" multiplicity=1
C -1.183791 0.569890 -0.169909 0.9 0.4 0.8
C -0.207775 1.691694 -0.076372 -1.1 1.4 -0.8
C -0.664483 -0.630284 0.066107 1.1 3.1 0.5
N 1.049814 1.441159 0.076381 0.8 1.0 0.0
N 1.271867 0.272076 0.534734 -2.5 -2.1 -0.2
N -0.461431 -1.913923 0.018822 -0.8 0.2 -1.3
Br 2.836451 -0.629003 0.015423 0.1 0.2 -0.1
H -2.218908 0.864289 -0.413099 0.6 -0.7 0.2
H -0.474506 2.772945 -0.241193 0.0 -1.5 0.2
H 0.267301 -2.036250 -0.629607 1.1 -0.9 -1.3
H -0.214538 -2.402590 0.818709 -0.2 -1.0 2.2



[2]
12
Properties=species:S:1:pos:R:3:forces:R:3 method="wB97M-V/def2-TZVPD" smiles="Cn1c(Br)n[nH]c1=O" orbital_gap_ha=0.3510 de_lowest_kcal_mol=0.0 largest_force_ev_per_a=3.009 homo_ev=-9.029 multiplicity=1
C -0.099434 1.050888 0.018624 -1.5 0.2 -0.5
N -0.398271 -0.383415 -0.061282 -0.2 0.8 0.7
C -1.653118 -0.918632 -0.110032 -0.1 0.4 0.3
Br -3.179473 0.149187 0.021248 0.1 -0.2 -0.3
N -1.657513 -2.194196 -0.072924 -0.9 -0.6 0.5
N -0.343160 -2.524340 0.043274 0.6 -1.3 -0.2
C 0.489246 -1.477767 -0.004355 0.5 1.7 0.5
O 1.694429 -1.430534 0.039869 0.4 -0.1 0.0
H -0.514772 1.698326 0.875626 -0.1 -1.5 -1.5
H 0.908408 1.232374 0.043243 2.9 -0.4 0.7
H -0.236789 1.390941 -1.005422 -1.1 0.9 0.2
H 0.013305 -3.425344 0.354603 -0.7 0.2 -0.5



[3]
10
Properties=species:S:1:pos:R:3:forces:R:3 method="wB97M-V/def2-TZVPD" orbital_gap_ha=0.2933 de_lowest_kcal_mol=89.3 largest_force_ev_per_a=4.561 homo_ev=-8.400 multiplicity=1
C -0.101972 -0.134981 1.708725 0.2 -0.7 -3.8
C 0.821452 -0.190892 -0.437444 0.6 1.6 -2.2
C -0.661518 0.282633 -0.937657 2.1 3.2 1.0
N 0.775802 -0.355331 0.902476 -0.9 0.4 4.4
O -1.541283 0.234911 0.012094 -0.6 -0.2 3.5
Br -0.712788 -0.398448 3.373035 0.0 0.2 0.1
H 1.251349 -1.033278 -0.888972 -0.2 -1.9 -0.7
H 1.621841 0.525965 -0.725187 -0.7 0.2 0.5
H -0.457531 1.352218 -1.295244 -0.2 -0.9 0.1
H -0.995353 -0.282797 -1.711826 -0.3 -2.1 -2.8



[4]
10
Properties=species:S:1:pos:R:3:forces:R:3 method="wB97M-V/def2-TZVPD" smiles="C=CN=C=O.Br" orbital_gap_ha=0.3750 de_lowest_kcal_mol=22.8 largest_force_ev_per_a=4.356 homo_ev=-9.670 multiplicity=1
C 1.840497 -0.673025 -0.455987 0.9 2.7 0.5
C 1.583871 0.590839 -0.086459 -1.7 -3.6 -0.6
N 0.405409 1.172995 0.318831 0.2 0.1 -0.5
C -0.777987 1.052097 0.309015 0.2 -0.4 0.9
O -1.914039 0.984708 0.527425 -1.0 0.2 -0.3
H 1.187392 -1.408488 -0.648494 -3.0 -2.3 -0.1
H 2.806532 -1.028312 -0.699487 1.2 0.5 -0.1
H 2.343731 1.223287 -0.101532 3.3 2.8 0.3
Br -4.303551 -1.047711 0.002704 -0.2 -0.2 0.0
H -3.171857 -0.866388 0.833986 0.0 0.0 0.0



[5]
11
Properties=species:S:1:pos:R:3:forces:R:3 method="wB97M-V/def2-TZVPD" orbital_gap_ha=0.3577 de_lowest_kcal_mol=96.3 largest_force_ev_per_a=4.915 homo_ev=-9.643 multiplicity=1
C 1.320916 -1.287958 0.134705 2.3 -3.0 -2.1
C 0.986747 -0.050037 0.155617 -2.0 4.1 1.1
C -0.382542 0.282268 0.630781 -1.3 1.3 -2.0
N -1.482136 0.766997 -0.890735 2.9 -1.6 3.7
O -1.500966 1.883870 -1.211967 -0.1 2.7 -0.8
O -2.022159 -0.170674 -1.344957 -1.2 -1.9 -1.1
Br -0.520270 1.842227 1.737052 0.1 -0.7 -0.2
H 2.345320 -1.395914 -0.321954 -1.0 -0.8 0.8
H 0.623738 -2.161076 0.233956 0.9 1.0 0.2
H 1.617593 0.860713 -0.048572 -0.4 -1.4 0.1
H -0.986239 -0.570416 0.926075 0.0 0.2 0.3



[6]
12
Properties=species:S:1:pos:R:3:forces:R:3 method="wB97M-V/def2-TZVPD" orbital_gap_ha=0.2584 de_lowest_kcal_mol=47.4 largest_force_ev_per_a=4.745 total_charge=-1 homo_ev=-3.756 multiplicity=1
C 0.026112 0.104001 -0.660127 -0.8 -0.1 0.1
C -0.601429 -0.243846 -2.121875 -2.7 -1.3 3.7
C -0.474084 0.295222 0.850202 1.3 1.2 -2.4
O -1.784514 -0.522758 -2.370853 3.5 1.0 -0.1
O 2.214627 -0.286489 1.449629 0.1 -0.5 -0.9
O 0.274024 -1.461954 2.543247 0.4 -0.5 -0.2
S 0.931390 -0.186454 2.160368 -1.1 1.1 1.1
Br -0.834634 2.208040 0.951585 -0.3 0.6 0.6
H 0.835039 -0.565067 -0.351069 0.7 -0.2 -1.5
H 0.424994 1.085924 -0.984887 0.5 -0.5 0.6
H 0.277329 -0.241729 -2.781503 -0.4 0.0 -0.9
H -1.288854 -0.184890 1.315283 -1.1 -0.8 -0.2